Here is C24H21Br3N3V as an isolated structure from the OMol25 dataset. Energies are from ωB97M-V with the def2-TZVPD basis set.

Element x y z (Å)
V1 -0.200826 -0.208527 0.159532
Br1 1.125430 -2.873158 0.229122
C1 2.854903 -2.709496 1.089111
Br2 3.327379 -0.910004 1.538758
H1 3.583590 -3.087858 0.384425
H2 2.815255 -3.294974 1.997734
Br3 6.493942 0.051656 -2.819872
C2 4.743111 0.396172 -2.221323
C3 4.472181 1.573022 -1.539917
C4 3.183997 1.822624 -1.090155
C5 2.175278 0.898489 -1.326679
C6 2.453660 -0.271797 -2.018456
C7 3.739744 -0.527844 -2.468196
N1 0.857150 1.088825 -0.816064
C8 0.282024 2.299328 -0.936589
C9 -1.004717 2.462667 -0.362626
C10 -1.755904 3.646906 -0.418096
C11 -3.000527 3.676654 0.153555
C12 -3.497003 2.527710 0.787139
C13 -2.709361 1.407513 0.826132
N2 -1.480814 1.360382 0.278622
H3 5.262799 2.285453 -1.351127
H4 2.979904 2.724275 -0.526990
H5 1.658738 -0.977330 -2.226607
H6 3.955430 -1.433571 -3.017796
H7 0.770897 3.105474 -1.468386
H8 -1.344419 4.512342 -0.919218
H9 -3.595977 4.578558 0.113888
H10 -4.478103 2.511438 1.237797
H11 -3.051109 0.496674 1.303203
C14 -2.985900 -2.425015 -3.121539
C15 -1.969992 -1.601499 -3.588204
C16 -1.130389 -0.947921 -2.696226
C17 -1.281453 -1.094714 -1.313064
C18 -2.322014 -1.921552 -0.871818
C19 -3.164847 -2.584705 -1.756081
H12 -3.637770 -2.934880 -3.818290
H13 -1.831861 -1.466987 -4.653586
H14 -0.352702 -0.304568 -3.093632
H15 -2.510415 -2.060958 0.193547
H16 -3.958107 -3.217996 -1.379921
C20 -0.628076 -0.637580 4.948019
C21 -1.164958 -1.632340 4.145584
C22 -0.988606 -1.551222 2.779267
N3 -0.329264 -0.538175 2.196492
C23 0.185549 0.422174 2.979567
C24 0.063187 0.405503 4.354146
H17 -0.744890 -0.675633 6.022705
H18 -1.708091 -2.467367 4.563746
H19 -1.367324 -2.323375 2.121615
H20 0.709366 1.227211 2.476685
H21 0.501904 1.199996 4.940068

Force components x, y, z for each atom (eV/Å):
V 0.03 -0.68 -0.77
Br -0.09 0.24 -0.17
C 0.05 -0.07 0.05
Br -0.05 0.05 0.00
H 0.02 -0.01 0.02
H 0.03 -0.02 -0.01
Br 0.10 -0.02 -0.03
C -0.06 0.02 0.03
C -0.07 0.01 0.03
C 0.14 0.00 -0.01
C -0.25 -0.02 0.11
C 0.07 -0.09 -0.11
C -0.04 0.02 0.03
N 0.10 0.43 0.02
C 0.11 -0.13 0.01
C 0.07 0.04 0.08
C 0.03 0.00 -0.08
C -0.06 0.00 0.04
C -0.03 0.07 -0.01
C 0.15 -0.11 -0.03
N -0.23 0.49 0.02
H 0.01 0.00 0.00
H -0.03 0.01 0.00
H 0.00 0.01 0.03
H 0.02 0.00 -0.01
H 0.01 -0.01 -0.04
H 0.00 0.00 -0.01
H -0.01 -0.01 0.01
H 0.00 0.01 0.00
H -0.01 0.00 0.01
C 0.00 0.00 0.01
C 0.00 -0.01 0.00
C 0.02 0.02 0.04
C -0.10 -0.25 -0.13
C 0.05 0.03 0.09
C 0.02 0.01 -0.02
H 0.00 0.00 0.00
H 0.00 0.00 0.00
H -0.02 0.01 0.00
H 0.01 0.01 0.02
H 0.00 0.00 0.00
C -0.03 -0.03 0.05
C 0.00 -0.02 0.00
C 0.10 0.01 -0.05
N -0.04 -0.06 0.84
C -0.05 0.01 0.02
C 0.04 0.04 -0.04
H 0.00 -0.01 0.00
H 0.00 0.01 0.02
H -0.02 0.01 0.00
H -0.01 0.00 -0.01
H 0.00 0.00 0.01

Summary:
Max |F|: 1.027 eV/Å
Kohn-Sham gap (alpha / beta): 6.57 / 7.53 eV
Relative energy (zero: lowest compared OMol25 entry of this formula, charge and spin): 0.023 eV
E: -265508.864 eV
Total charge: +1
HOMO level (alpha / beta): -9.57 / -11.14 eV
Multiplicity: 4